Formula: C5H10O2
Source: the Open Molecules 2025 dataset
Level of theory: ωB97M-V with the def2-TZVPD basis set

- SMILES: CC[C@@H](O)/C=C\O
- Largest force on an atom: 1.4 eV Å⁻¹
- Frontier orbital gap: 9.5 eV

Positions of all 17 atoms, in Å:
C  2.025  0.893  -1.011
C  0.608  0.336  -1.111
C  -0.029  0.091  0.243
O  0.006  1.347  0.924
C  -1.498  -0.310  0.229
C  -1.971  -1.182  1.138
O  -1.242  -2.313  1.315
H  2.435  1.095  -2.005
H  2.030  1.823  -0.437
H  2.695  0.185  -0.507
H  -0.035  1.041  -1.653
H  0.599  -0.608  -1.669
H  0.577  -0.634  0.814
H  -0.387  1.211  1.797
H  -2.153  0.378  -0.281
H  -2.853  -1.099  1.772
H  -0.807  -2.253  0.442


Formula: C47H108BrF3InN6O2
Source: the Open Molecules 2025 dataset
Level of theory: ωB97M-V with the def2-TZVPD basis set

- Largest force on an atom: 2.5 eV Å⁻¹
- Total charge: -1
- Frontier orbital gap: 7.0 eV

Positions of all 168 atoms, in Å:
C  -0.222  -6.033  2.541
C  0.203  -5.313  1.641
C  0.690  -4.220  0.626
In  0.410  -2.162  1.607
Br  0.148  -2.621  4.157
C  2.146  -0.920  1.000
C  2.599  0.315  1.887
C  1.719  0.779  3.109
C  2.559  1.063  4.470
O  3.512  0.041  4.787
C  2.948  -1.028  5.583
C  -1.566  -1.334  0.782
C  -2.714  -1.494  1.864
O  -2.788  -0.297  2.677
C  -4.127  -1.931  1.283
F  -5.139  -1.158  1.871
F  -4.364  -3.250  1.722
F  -4.220  -1.915  -0.098
H  -0.624  -6.400  3.520
H  1.795  -4.350  0.440
H  0.072  -4.200  -0.315
H  3.050  -1.610  0.885
H  1.951  -0.537  -0.060
H  3.665  0.113  2.244
H  2.710  1.215  1.190
H  1.270  1.798  2.847
H  0.855  0.128  3.418
H  1.848  1.283  5.337
H  3.118  2.037  4.273
H  1.850  -0.822  5.737
H  3.014  -1.974  4.949
H  3.509  -1.234  6.545
H  -1.417  -0.246  0.469
H  -1.736  -1.922  -0.173
H  -2.377  -2.321  2.575
H  -1.909  0.120  2.542
C  4.155  2.099  -2.862
C  5.194  2.041  -1.748
N  5.361  0.715  -1.171
C  6.119  0.719  0.075
C  7.582  1.163  0.014
C  5.694  -0.353  -2.103
C  6.957  -0.192  -2.952
H  3.196  1.696  -2.530
H  3.996  3.136  -3.169
H  4.477  1.545  -3.747
H  4.854  2.724  -0.961
H  6.143  2.445  -2.125
H  6.072  -0.275  0.532
H  5.598  1.373  0.783
H  8.219  0.401  -0.437
H  7.956  1.328  1.028
H  7.710  2.098  -0.535
H  4.846  -0.490  -2.782
H  5.755  -1.302  -1.559
H  7.036  0.801  -3.400
H  6.940  -0.915  -3.773
H  7.861  -0.388  -2.376
C  -5.098  -6.446  2.959
C  -4.862  -7.945  2.829
N  -3.953  -8.481  3.832
C  -3.494  -9.832  3.535
C  -4.537  -10.950  3.512
C  -4.314  -8.236  5.222
C  -5.679  -8.733  5.703
H  -4.154  -5.896  2.964
H  -5.690  -6.088  2.114
H  -5.650  -6.198  3.870
H  -4.428  -8.114  1.838
H  -5.832  -8.461  2.837
H  -2.700  -10.106  4.238
H  -3.002  -9.810  2.556
H  -4.863  -11.222  4.517
H  -4.100  -11.849  3.067
H  -5.414  -10.688  2.917
H  -4.266  -7.157  5.402
H  -3.539  -8.650  5.876
H  -6.483  -8.486  5.006
H  -5.924  -8.258  6.658
H  -5.683  -9.809  5.874
C  -3.249  2.028  -1.037
C  -1.963  2.215  -1.831
N  -2.175  2.375  -3.263
C  -0.953  2.251  -4.047
C  0.141  3.297  -3.829
C  -3.067  3.455  -3.662
C  -2.715  4.874  -3.212
H  -3.844  1.203  -1.435
H  -3.012  1.798  0.004
H  -3.865  2.932  -1.039
H  -1.356  1.319  -1.665
H  -1.400  3.057  -1.406
H  -1.208  2.224  -5.112
H  -0.520  1.266  -3.840
H  -0.119  4.254  -4.282
H  1.067  2.961  -4.307
H  0.361  3.455  -2.772
H  -4.071  3.223  -3.292
H  -3.178  3.451  -4.752
H  -2.438  4.921  -2.157
H  -3.584  5.526  -3.346
H  -1.906  5.300  -3.805
C  -7.980  6.974  -7.472
C  -6.775  6.054  -7.326
N  -7.041  4.867  -6.527
C  -5.833  4.148  -6.137
C  -4.988  3.525  -7.249
C  -8.151  4.032  -6.966
C  -8.105  3.476  -8.390
H  -8.391  7.244  -6.496
H  -7.685  7.895  -7.979
H  -8.773  6.515  -8.068
H  -5.988  6.636  -6.836
H  -6.398  5.798  -8.326
H  -6.093  3.368  -5.413
H  -5.195  4.843  -5.578
H  -5.456  2.630  -7.660
H  -4.020  3.217  -6.844
H  -4.791  4.225  -8.063
H  -9.076  4.609  -6.859
H  -8.276  3.198  -6.267
H  -7.827  4.233  -9.126
H  -9.095  3.104  -8.669
H  -7.416  2.636  -8.477
C  4.474  -7.307  9.825
C  4.476  -6.662  8.444
N  3.362  -5.752  8.226
C  3.190  -5.370  6.827
C  4.310  -4.565  6.164
C  3.218  -4.669  9.190
C  4.401  -3.717  9.375
H  3.521  -7.799  10.030
H  5.262  -8.062  9.883
H  4.666  -6.577  10.616
H  4.411  -7.474  7.713
H  5.444  -6.170  8.281
H  2.250  -4.820  6.715
H  3.046  -6.287  6.244
H  4.320  -3.529  6.503
H  4.152  -4.542  5.082
H  5.295  -5.003  6.339
H  2.984  -5.109  10.166
H  2.328  -4.081  8.944
H  5.352  -4.244  9.469
H  4.262  -3.136  10.292
H  4.478  -3.001  8.557
C  2.032  9.954  -4.608
C  3.234  9.030  -4.457
N  2.961  7.846  -3.655
C  4.164  7.123  -3.261
C  5.010  6.491  -4.368
C  1.848  7.015  -4.095
C  1.897  6.455  -5.516
H  1.621  10.229  -3.634
H  2.333  10.873  -5.117
H  1.239  9.498  -5.205
H  4.023  9.610  -3.967
H  3.611  8.770  -5.455
H  3.897  6.346  -2.536
H  4.804  7.816  -2.702
H  4.538  5.597  -4.778
H  5.975  6.180  -3.958
H  5.213  7.187  -5.184
H  0.925  7.595  -3.992
H  1.717  6.183  -3.395
H  2.180  7.209  -6.254
H  0.906  6.086  -5.797
H  2.583  5.613  -5.596


Formula: C6H13AuF6I2N3O5S2Sb
Source: the Open Molecules 2025 dataset
Level of theory: ωB97M-V with the def2-TZVPD basis set

- Largest force on an atom: 2.2 eV Å⁻¹
- Total charge: +2
- Frontier orbital gap (spin up / spin down): 5.8 / 5.8 eV

Positions of all 39 atoms, in Å:
Au  1.537  1.634  0.887
F  -1.338  -3.093  -0.443
C  -2.310  -2.168  -0.320
F  -3.367  -2.590  -0.969
F  -2.554  -1.973  0.947
S  -1.667  -0.588  -1.110
O  -0.153  -0.810  -1.033
O  -2.036  -0.650  -2.502
N  -2.207  0.556  -0.267
S  -1.409  1.568  0.730
O  -0.647  0.855  1.752
O  -0.622  2.545  0.015
C  -2.798  2.386  1.650
F  -3.567  1.446  2.166
F  -2.188  3.060  2.610
F  -3.474  3.187  0.867
C  -1.156  -3.324  -3.510
Sb  0.325  -2.037  -2.722
C  1.627  -3.229  -1.552
C  0.690  -0.607  -4.232
H  -0.709  -3.754  -4.413
H  -2.025  -2.738  -3.778
H  -1.405  -4.111  -2.811
H  1.171  -4.214  -1.513
H  1.681  -2.786  -0.563
H  2.613  -3.260  -2.006
H  -0.120  -0.740  -4.938
H  1.654  -0.825  -4.688
H  0.683  0.391  -3.804
I  3.547  1.227  -0.715
I  5.485  2.185  1.624
N  2.682  3.499  4.762
C  2.032  2.701  3.900
N  0.841  2.192  4.265
O  2.550  2.436  2.778
H  2.319  3.719  5.670
H  3.573  3.876  4.504
H  0.398  2.444  5.129
H  0.348  1.588  3.635


Formula: C4H4N2O2
Source: the Open Molecules 2025 dataset
Level of theory: ωB97M-V with the def2-TZVPD basis set

- SMILES: NC(=O)c1cnoc1
- Largest force on an atom: 5.4 eV Å⁻¹
- Frontier orbital gap: 10.9 eV

Positions of all 12 atoms, in Å:
N  -1.941  0.568  0.558
C  -0.783  1.138  0.110
O  -0.812  2.297  -0.234
C  0.368  0.183  -0.004
C  0.447  -1.558  -0.091
N  1.655  -1.875  -0.292
O  2.393  -0.716  -0.446
C  1.660  0.377  -0.311
H  -1.967  -0.391  0.539
H  -2.869  1.007  0.429
H  -0.211  -2.330  0.129
H  2.061  1.299  -0.386


Formula: C3H7IN3S
Source: the Open Molecules 2025 dataset
Level of theory: ωB97M-V with the def2-TZVPD basis set

- Largest force on an atom: 5.4 eV Å⁻¹
- Total charge: +1
- Frontier orbital gap (spin up / spin down): 6.3 / 6.3 eV

Positions of all 15 atoms, in Å:
C  -0.047  -0.075  -0.089
C  1.374  -0.555  0.516
C  0.030  -0.172  -1.608
N  -0.980  -0.916  0.465
N  -1.011  1.471  1.237
N  -0.381  1.239  0.179
S  1.775  -2.008  0.023
I  2.326  0.166  2.270
H  -1.008  -0.400  -1.914
H  0.621  -1.041  -1.809
H  0.449  0.782  -1.980
H  -1.099  -1.863  -0.019
H  -1.046  -1.074  1.556
H  -1.086  2.423  1.476
H  0.084  2.021  -0.304


Formula: C6H7FN3O
Source: the Open Molecules 2025 dataset
Level of theory: ωB97M-V with the def2-TZVPD basis set

- SMILES: [O-][N+]1=NC[C@H]2C1=[NH+]C=C[C@H]2F
- Largest force on an atom: 3.6 eV Å⁻¹
- Total charge: +1
- Frontier orbital gap (spin up / spin down): 8.6 / 8.6 eV

Positions of all 18 atoms, in Å:
O  -2.905  -1.132  -0.270
N  -2.184  -0.195  0.030
N  -2.351  1.033  0.127
C  -1.175  1.819  0.336
C  0.009  0.728  0.525
C  -0.663  -0.549  0.280
N  -0.182  -1.688  0.076
C  1.224  -1.807  -0.169
C  1.980  -0.763  -0.296
C  1.396  0.674  -0.230
F  1.080  0.965  -1.531
H  -1.183  2.393  1.293
H  -1.207  2.358  -0.711
H  0.209  0.982  1.497
H  -0.743  -2.534  -0.138
H  1.525  -2.886  -0.108
H  3.055  -0.815  -0.700
H  2.115  1.417  -0.009


Formula: C10H10BiBr2
Source: the Open Molecules 2025 dataset
Level of theory: ωB97M-V with the def2-TZVPD basis set

- Largest force on an atom: 2.1 eV Å⁻¹
- Total charge: -1
- Frontier orbital gap (spin up / spin down): 4.0 / 4.0 eV

Positions of all 23 atoms, in Å:
C  2.190  1.020  -0.140
C  2.680  2.148  0.617
C  3.315  1.664  1.791
H  2.709  3.193  0.269
C  3.289  0.248  1.763
C  2.621  -0.172  0.580
H  2.554  -1.201  0.190
H  1.851  1.032  -1.188
H  3.801  2.307  2.554
H  3.705  -0.438  2.530
Bi  0.126  1.010  1.671
Br  -1.303  1.575  -0.333
C  -3.407  -1.510  -0.322
C  -2.523  -2.571  -0.679
C  -1.944  -2.248  -1.953
H  -2.349  -3.476  -0.118
C  -2.480  -0.994  -2.365
C  -3.384  -0.545  -1.363
H  -3.936  0.396  -1.376
H  -3.988  -1.444  0.590
H  -1.261  -2.865  -2.515
H  -2.233  -0.464  -3.280
Br  -0.032  3.338  3.078


Formula: C29H24N3O9Sn
Source: the Open Molecules 2025 dataset
Level of theory: ωB97M-V with the def2-TZVPD basis set

- Largest force on an atom: 0.7 eV Å⁻¹
- Total charge: -1
- Frontier orbital gap: 7.8 eV

Positions of all 66 atoms, in Å:
Sn  0.001  -0.243  -0.226
O  3.409  -6.038  -0.670
C  2.736  -4.852  -0.597
C  2.237  -4.231  -1.735
C  1.535  -3.049  -1.591
N  1.322  -2.501  -0.404
C  1.821  -3.067  0.688
C  2.550  -4.246  0.640
C  1.538  -2.338  2.011
O  2.110  -2.747  3.020
O  0.746  -1.355  1.928
C  0.963  -2.298  -2.799
O  1.104  -2.812  -3.905
O  0.414  -1.189  -2.536
H  3.392  -6.340  -1.583
H  2.382  -4.639  -2.730
H  2.949  -4.667  1.554
C  -7.219  -0.622  -1.159
O  -7.066  0.385  -0.186
C  -5.796  0.694  0.233
C  -5.697  1.799  1.105
C  -4.467  2.194  1.551
C  -3.275  1.546  1.169
C  -1.985  2.021  1.613
C  -1.874  2.769  2.925
O  -0.941  1.839  0.987
C  -3.364  0.411  0.299
O  -2.372  -0.303  -0.073
C  -4.666  0.025  -0.144
H  -8.277  -0.641  -1.401
H  -6.915  -1.599  -0.784
H  -6.646  -0.397  -2.062
H  -6.598  2.332  1.388
H  -4.412  3.075  2.179
H  -2.831  2.952  3.408
H  -1.350  3.711  2.759
H  -1.255  2.155  3.582
H  -4.695  -0.829  -0.810
O  2.564  1.655  -2.254
C  1.860  1.383  -3.436
C  0.457  1.929  -3.430
C  -0.174  2.292  -4.614
C  -1.463  2.784  -4.567
C  -2.083  2.898  -3.329
C  -1.378  2.507  -2.205
N  -0.138  2.033  -2.249
H  1.988  1.446  -1.512
H  1.772  0.307  -3.601
H  2.431  1.827  -4.249
H  0.348  2.184  -5.556
H  -1.981  3.074  -5.472
H  -3.090  3.287  -3.239
H  -1.815  2.578  -1.209
N  2.431  1.016  0.690
C  3.121  0.673  1.537
C  4.027  0.308  2.569
C  5.380  0.162  2.270
C  6.267  -0.160  3.281
C  5.807  -0.331  4.578
C  4.458  -0.192  4.869
C  3.559  0.124  3.866
H  5.718  0.294  1.250
H  7.319  -0.276  3.052
H  6.506  -0.580  5.368
H  4.103  -0.338  5.885
H  2.496  0.208  4.064


Formula: C5H7NO4
Source: the Open Molecules 2025 dataset
Level of theory: ωB97M-V with the def2-TZVPD basis set

- SMILES: N[C@H](C=O)[C@@]1(C(=O)O)CO1
- Largest force on an atom: 4.3 eV Å⁻¹
- Frontier orbital gap: 10.3 eV

Positions of all 17 atoms, in Å:
N  0.750  -1.447  -0.673
C  0.947  -0.021  -0.439
C  1.740  0.225  0.825
O  2.034  -0.637  1.627
C  -0.477  0.532  -0.450
C  -1.447  -0.627  -0.629
O  -2.210  -0.750  -1.555
O  -1.651  -1.561  0.538
C  -0.876  1.791  0.181
O  -0.709  1.675  -1.225
H  1.583  -1.991  -0.465
H  0.002  -2.019  0.016
H  1.480  0.445  -1.280
H  2.117  1.260  0.956
H  -1.264  -1.150  1.344
H  -1.907  1.900  0.526
H  -0.112  2.376  0.701


Formula: C31H38N5Sc
Source: the Open Molecules 2025 dataset
Level of theory: ωB97M-V with the def2-TZVPD basis set

- Largest force on an atom: 2.6 eV Å⁻¹
- Frontier orbital gap: 7.3 eV

Positions of all 75 atoms, in Å:
Sc  -0.430  0.412  0.138
C  2.287  -0.005  2.947
C  3.177  -0.171  1.712
C  2.554  -0.072  0.336
N  1.327  -0.773  0.107
C  1.293  -2.095  -0.096
C  2.389  -2.936  0.188
C  2.514  -4.307  0.185
C  1.679  -5.271  -0.344
C  0.475  -5.032  -0.976
C  -0.262  -3.862  -1.166
C  -0.059  -2.574  -0.591
N  -0.966  -1.631  -0.586
C  -2.311  -1.908  -1.080
C  -3.247  -0.749  -0.761
C  -3.394  -0.551  0.739
N  -2.278  0.196  1.281
C  -2.429  0.820  2.427
C  -3.676  0.952  3.066
C  -4.026  1.497  4.291
C  -3.274  2.098  5.307
C  -1.911  2.377  5.208
C  -1.026  2.112  4.179
C  -1.163  1.482  2.924
N  -0.163  1.430  2.045
C  1.080  2.171  2.343
C  1.983  1.438  3.369
H  1.392  -0.609  2.890
H  2.872  -0.463  3.780
H  3.988  0.583  1.728
H  3.702  -1.149  1.783
H  2.401  0.999  0.100
H  3.297  -0.479  -0.375
H  3.229  -2.500  0.662
H  3.451  -4.634  0.654
H  1.988  -6.304  -0.254
H  0.039  -5.883  -1.460
H  -1.166  -3.972  -1.719
H  -2.249  -2.134  -2.143
H  -2.703  -2.781  -0.545
H  -2.886  0.142  -1.250
H  -4.223  -0.944  -1.242
H  -4.322  -0.018  0.864
H  -3.536  -1.514  1.202
H  -4.519  0.549  2.532
H  -5.112  1.378  4.480
H  -3.751  2.343  6.221
H  -1.439  2.849  6.041
H  -0.021  2.455  4.428
H  1.627  2.336  1.416
H  0.785  3.170  2.665
H  2.939  2.004  3.428
H  1.557  1.436  4.401
C  0.775  -0.023  -5.672
N  0.163  -0.445  -4.413
C  1.162  -1.012  -3.540
C  -0.740  0.479  -3.679
C  -0.145  1.651  -2.991
C  0.464  2.626  -3.798
C  1.155  3.699  -3.289
C  1.063  3.927  -1.905
C  0.422  3.049  -1.101
C  -0.170  1.831  -1.605
H  1.151  -0.919  -6.172
H  1.631  0.640  -5.509
H  0.097  0.472  -6.352
H  1.636  -1.844  -4.004
H  0.687  -1.405  -2.663
H  1.946  -0.281  -3.223
H  -1.302  -0.110  -2.940
H  -1.509  0.826  -4.351
H  0.495  2.471  -4.898
H  1.614  4.430  -3.913
H  1.567  4.774  -1.466
H  0.354  3.254  0.009


no.,energy (hartree)
1,-346.92864
2,-5398.17723
3,-3143.12196
4,-414.73207
5,-978.26665
6,-571.76808
7,-5749.68762
8,-2175.39309
9,-550.34345
10,-2238.56900